Record 1
A molecular structure, C46H60N7O3OsSSb at a distorted geometry. Source: the OMol25 dataset; level of theory: the ωB97M-V functional and the def2-TZVPD basis.

Calculated values
LUMO level	-5.30	eV
total energy	-85078.26050	eV
HOMO energy	-12.27	eV
F_max	0.0271	hartree/bohr

The geometry in ORCA input format:
```
! RIJCOSX wB97M-V def2-TZVPD def2/J DEFGRID3
* xyz 2 1
H -2.24036 4.20106 3.36750
C 0.79637 -3.11824 0.75790
H -1.85658 0.89889 -4.14105
H 4.99817 1.76770 4.99642
H -4.02989 1.10226 -3.30594
H 2.87975 1.52230 8.70777
C -3.37752 0.14386 2.83254
H -3.17736 -2.80424 -3.03342
C 2.22896 1.13438 0.15548
H -2.64904 2.99126 -2.79010
C -5.37287 -0.02270 -1.67836
H -3.28961 -4.09504 -0.81808
C 3.01044 0.97064 4.88299
N -2.08691 -0.37555 -0.09314
H -4.14395 0.91877 2.78265
C -0.61768 -4.41451 6.77919
C 4.05456 1.70394 6.91990
H -0.76090 -5.38250 7.24064
C -0.24987 -1.92658 5.61213
C -1.51879 -2.31433 6.03065
N 1.44669 3.46440 -4.21701
C -1.35938 -5.44809 -2.07312
H 4.68164 1.14650 -2.26706
C 1.04494 -4.46541 0.60383
C 0.64924 -4.02710 6.36505
O -0.62259 -6.27125 -2.59388
C -2.82395 -2.27698 2.39562
H -2.82867 -2.55724 3.45135
H -3.05912 -3.17363 1.81928
Sb 0.17545 -0.11910 4.65569
H -4.26081 -6.53182 -3.07241
H -4.55212 -5.07297 -1.50146
O -0.09550 1.64539 0.28330
H -3.77835 2.77450 -1.46671
H -4.46232 -3.83117 -3.64719
H -2.32235 0.43254 6.57411
H 1.32731 -2.53525 1.49697
H -3.16035 -0.04075 3.88293
H 2.96711 1.02719 -2.51879
C -0.68316 -4.53230 -1.05849
C -3.84245 -1.15878 2.17793
N 1.68824 -0.16474 -0.33054
H -3.29932 -6.94592 -5.32547
H -4.01011 2.20670 6.71761
H -1.81582 -1.95045 2.15547
H -3.97708 4.08958 5.12200
C -2.26005 3.37005 4.05987
H 3.04261 0.80393 3.81338
H -2.73780 -7.41090 -2.95209
C 1.08004 2.14840 0.16791
C -4.00512 0.12821 -1.48287
N -0.12025 -2.46651 0.02682
H -2.09337 2.27151 -1.26739
C -2.92373 2.32282 -1.97076
C -4.29256 -0.87756 0.75798
H -2.37357 -1.66232 5.91161
H -1.55523 -2.58629 -1.44449
H 2.46146 4.01179 -1.23258
C -2.07804 0.30747 -3.24710
C -3.25663 2.24646 5.94238
C -4.04129 -3.40315 -2.73762
H 0.47934 -6.22870 -0.49606
C 1.47125 3.83964 -2.92773
N 0.35736 4.24729 -2.33067
H 1.83230 -2.48386 5.47299
C 0.83658 -2.78376 5.78194
C -1.30630 2.36886 3.96254
H 0.62725 3.65598 -4.76850
H -4.78974 -2.74828 -2.29581
C -3.27334 0.94336 -2.53406
C 4.10500 1.50588 5.54800
H -3.30894 -5.21250 -5.01579
C -3.23480 3.30608 5.04665
H -0.50933 4.30232 -2.83346
H 0.33358 4.29052 -1.31564
H 2.39740 0.95848 1.22100
C -6.18016 -0.62596 -0.73077
C -5.64523 -1.03056 0.47873
C -1.33566 1.30205 4.85763
H 1.49305 -4.68903 6.50665
H -7.23882 -0.74526 -0.92136
O 1.29369 3.36015 0.11910
H -2.29188 -0.70421 -3.58926
C -0.85569 -3.17092 -0.86721
H 4.90935 2.12097 7.43548
H -0.55520 2.41790 3.18103
H -5.81389 0.34509 -2.59629
H 4.00162 3.05833 -3.59425
C 1.81604 0.83405 6.98188
C -2.87778 -6.16167 -4.69640
C 3.57798 1.52402 -0.45468
H 4.61360 3.55834 -2.04968
H 0.93041 0.57386 7.55192
C 3.78589 3.03267 -2.52681
C -2.30694 1.23888 5.85140
H -1.18593 0.28060 -2.62357
C 2.91392 1.36841 7.63771
H -6.29456 -1.43948 1.24230
C -3.18534 -6.45944 -3.23687
H 4.29566 0.79823 -0.06913
H 2.27910 -0.90810 0.03984
H -4.75547 -1.46805 2.69256
H 2.31113 3.40460 -4.72752
N 2.59207 3.81041 -2.22313
C 1.87052 0.63936 5.60482
C 0.30770 -5.17596 -0.31803
C -3.65930 -4.49912 -1.75840
H 1.80792 -4.93967 1.20420
S 0.82794 -0.45817 2.48582
C 3.73130 1.60484 -1.98800
C -3.46682 -0.36007 -0.26580
N -2.68940 -5.43572 -2.30170
Os -0.43425 -0.38080 0.26461
H 1.74109 -0.23022 -1.34063
C -1.69852 -3.55990 6.61549
H -2.68296 -3.86002 6.94915
H -1.80312 -6.13456 -4.86253
H 3.87047 2.48091 -0.01446
H -2.46991 0.52623 2.36230
*
```



Record 2
A molecular structure, C46H62BrN5OPRuSb2 at a distorted geometry. Source: the OMol25 dataset; level of theory: the ωB97M-V functional and the def2-TZVPD basis.

Calculated values
LUMO level (spin up / spin down)	-5.02 / -7.94	eV
total energy	-153176.92177	eV
HOMO energy (spin up / spin down)	-11.93 / -11.94	eV
F_max	0.0456	hartree/bohr

The geometry in ORCA input format:
```
! RIJCOSX wB97M-V def2-TZVPD def2/J DEFGRID3
* xyz 2 6
H -2.30712 5.84430 -2.23595
C -1.45007 2.58543 -1.59466
C -2.22115 4.98562 -0.29239
C 7.43594 4.15082 -6.55992
H -3.55013 -1.49518 0.92889
C -1.56443 2.69534 -0.19359
H -2.62620 -1.51322 5.15413
H 5.20779 2.10204 3.37763
H -2.70042 -3.95262 -0.08531
C 7.63619 2.93231 -7.23371
H -1.02744 2.63449 -5.45447
H -1.31318 -3.30587 1.85431
H 2.50885 2.45881 7.64066
C 6.95942 1.78657 -6.87750
H 7.98478 5.02083 -6.89217
C -1.09157 1.39418 -2.28548
C 4.68509 -0.20406 1.36664
H -2.00739 3.85262 1.53766
H -3.87360 -5.53988 -3.18292
H -1.98904 -1.21993 -3.90494
N 1.26991 0.20144 -1.98615
C 1.33589 -0.73988 5.74747
C 6.56170 4.26180 -5.50511
C -1.16386 2.63715 -4.38131
C -1.73774 -3.79641 -2.69705
C -1.71151 3.78141 -2.33242
C 3.48840 1.11597 -3.42517
H -6.64580 -2.57568 -1.87666
H 5.12722 0.03026 -5.47037
Sb -0.56869 -1.20022 3.37245
H 0.05407 -2.43181 5.71192
C -2.09957 4.95781 -1.65106
C -2.34239 -0.68468 4.50865
N 4.92679 2.92840 -4.14295
C 0.59761 -0.20446 6.82802
H 1.32412 2.00274 -0.97489
H -2.93542 -0.65243 -5.28607
H 6.40128 5.19877 -4.99177
H -0.55724 0.59625 -4.19601
C -2.92638 -1.35305 -4.45044
C -3.18656 -3.76839 -2.19719
C -3.23221 -4.50635 -0.85625
C -4.12606 -1.06918 -3.53626
Br -1.13015 1.15144 0.87992
H -4.71781 0.36476 -0.60262
C 3.40636 -0.46534 4.25640
H -7.07717 -2.45863 -0.17537
Sb 3.04053 0.76647 2.37194
H -4.31656 -3.09633 1.00749
H 3.26893 2.89135 -2.24012
O 0.93199 -1.78797 0.54252
H 1.42664 -1.54933 -3.06947
C -0.91014 1.46402 -3.64677
H -3.14556 -0.47855 3.80259
H 4.39518 -1.19690 1.03058
C -5.55777 -0.32988 -0.62020
C 1.00738 0.91117 7.50129
H -3.90608 0.97507 -4.19701
H -1.65778 -3.61853 -3.76600
H -3.99044 -4.11604 -4.20079
C -5.08342 -1.78636 -0.58327
H -3.50718 0.75329 -2.50490
H -6.16754 -0.13215 0.26203
H -5.19328 -1.68336 1.55662
C 5.86382 3.11119 -5.11967
C 2.92737 1.09542 6.06228
C -4.48756 -2.04267 0.80598
H -1.31061 -4.77975 -2.49787
H -0.54406 -3.92837 3.31936
H -6.03202 -3.76017 -0.71672
H -5.19880 0.77328 -3.02764
H -6.17686 -0.13216 -1.49195
C 6.06868 1.89558 -5.81420
H -6.28846 -1.28930 -3.59364
H 4.44794 -0.20006 4.42280
H -1.77988 4.67626 -4.28710
H 3.74802 3.08330 3.67480
H 5.52656 -0.28062 2.05233
C 2.18788 1.57366 7.10946
C -6.26793 -2.70830 -0.86372
C -4.19619 0.44735 -3.28836
C 1.80737 1.40745 -1.74006
H -2.52025 5.88704 0.22288
N 0.41564 -1.72342 -0.51222
C 2.55161 -0.05748 5.34569
H 4.48552 3.04811 2.06414
H 3.83637 1.60642 5.77277
C 2.88910 1.89781 -2.42767
C -5.41766 -1.53911 -4.19782
H -5.16043 -4.37808 -2.89122
C -1.57528 3.76704 -3.73766
C 4.27064 2.45893 2.95418
H 3.37848 -0.83844 -4.36607
H -1.12558 -3.06317 -2.17256
H -2.95748 -2.35640 -4.86996
H -2.75222 -5.47910 -0.97195
C -1.25889 -3.20379 2.93534
H -4.25251 -4.69120 -0.52877
C -4.11497 -4.47537 -3.18198
P -3.69852 -1.93558 -1.88129
H 0.43426 1.27958 8.34032
H -5.43171 -2.60474 -4.40972
H 8.33298 2.89912 -8.05935
H 1.46855 -2.58130 4.60297
Ru -0.70207 -0.45794 -1.40354
C 1.86400 -0.56966 -2.90673
N -2.43828 -1.13395 -1.29305
N 5.22051 0.99847 -5.22025
C -1.93536 3.83269 0.45949
C 0.77974 -1.90603 5.09800
H -2.23909 -3.37325 3.37384
H 4.98019 0.39607 0.50719
H -5.51958 -1.01481 -5.14991
C 2.96273 -0.16447 -3.63136
H 3.30719 -1.49309 3.92216
H 7.10638 0.85373 -7.40445
C 4.55366 1.67440 -4.22577
H -0.30464 -0.71897 7.13197
H -2.15581 0.20727 5.10234
*
```



Record 3
A molecular structure, C46H63KN4O3PS2 at a distorted geometry. Source: the OMol25 dataset; level of theory: the ωB97M-V functional and the def2-TZVPD basis.

Calculated values
LUMO level	-2.32	eV
total energy	-108112.45607	eV
HOMO energy	-9.96	eV
F_max	0.0352	hartree/bohr

The geometry in ORCA input format:
```
! RIJCOSX wB97M-V def2-TZVPD def2/J DEFGRID3
* xyz 1 1
C -9.31478 -0.52479 -0.17948
H 0.95803 -0.44910 2.92276
C 4.43313 -1.29057 0.75217
H 2.94879 2.47552 -2.72113
O -1.36895 2.25437 0.20624
C -3.57205 -0.79672 -3.18774
H -4.48771 -0.14336 -0.34484
H -1.67910 -0.81779 -4.22724
H 4.47213 0.75350 -5.71352
H 0.98184 -0.73647 -3.78673
C 5.49822 0.88198 -0.04566
C 3.03552 -3.38476 -2.99841
H -1.90603 7.16423 1.54564
C -5.87895 -0.89300 2.61913
C -2.27619 -1.08495 4.81798
C -8.36805 -0.65316 0.87381
C -0.28265 4.11658 -1.48628
O 1.48817 -0.24141 -0.85088
H 4.94031 -0.97828 6.01324
C -2.00248 6.15131 1.15592
H 2.70522 -3.43766 -4.03875
H 3.35842 -1.11677 0.86160
H 0.75788 1.43584 -2.50271
H -10.38609 -0.59578 -0.04508
H -3.54547 -1.52915 6.52890
C 3.18552 -4.81511 -2.47210
H 4.66211 0.52205 1.92371
P 2.34034 -0.80840 -1.95768
H 0.80122 4.07128 -1.33703
H -2.82270 5.26214 2.94207
H 1.05344 -5.25267 -0.20296
H -5.64342 -1.41731 5.26539
H 5.67320 1.90525 0.28903
H 0.92119 -1.13676 7.63482
C 1.98322 -2.58601 -2.17897
H -8.65142 -0.83321 1.90338
H 4.68605 -2.12625 1.40632
H 5.80737 -1.66413 -0.86422
H 0.09112 6.00114 0.68330
C -2.10459 -1.16496 -3.28264
H -4.08782 -1.05466 -4.11451
C -5.84634 -0.60684 1.27563
C -2.24029 -0.80226 3.44596
C 0.04329 -0.63985 3.48475
S -7.02166 -0.24059 -1.24014
H 6.41520 0.56561 -0.55017
N -3.43710 -0.45391 1.37458
H -6.82170 -1.07140 3.12406
H 3.75027 -4.81905 -1.53397
H 1.24798 -5.37442 -3.18217
S 2.91939 -0.87902 4.66117
H 4.54130 0.86166 -3.96721
C -4.56905 -0.39184 0.71180
H 2.48275 -3.36420 -0.20268
H -0.49639 4.87486 -2.23985
H 3.43177 1.18877 -0.53274
C 1.80584 -5.42870 -2.24171
C 2.30766 2.44775 -3.60795
H 2.53048 2.31016 -5.74587
H 4.00896 -2.88791 -3.01185
C -1.05889 -1.14292 5.51470
C 0.13203 -0.91957 4.86289
C 1.61351 -3.28195 -0.85457
H 3.90297 3.05303 -4.93735
C -8.72268 -0.30281 -1.38204
N -1.07777 -0.58171 2.80189
H 3.76421 -5.40662 -3.18286
H -3.23270 3.05156 3.24532
O -1.33764 -0.64909 -2.18012
H -0.91316 6.48239 -0.67795
C 4.12744 -0.55815 -1.64685
H -4.05952 -1.32318 -2.36560
C 3.86261 -0.99100 6.07918
H -0.01488 -4.58008 -1.41318
C 4.34121 0.86217 -1.04555
H -2.63966 1.83669 2.09694
H -1.38267 0.31463 -2.23992
C 1.69530 -1.07487 6.87995
H 4.36412 -2.62655 -0.96816
H -1.97584 -2.24498 -3.23985
H -3.69052 0.28051 -3.02967
H 0.51819 1.45950 -4.24921
C -1.43798 3.44916 0.54946
C 1.27119 1.33670 -3.46122
C 1.83919 -0.09024 -3.57563
H -1.07573 -1.37438 6.57451
H -2.95690 6.07388 0.62986
N -1.99000 3.79024 1.74777
H 4.53161 1.57969 -1.84348
C -1.96306 5.14568 2.28335
N -0.98814 4.45427 -0.26293
C 1.03626 -4.67740 -1.13027
C -3.54079 -1.30930 5.46745
H 1.88925 -6.48739 -1.99608
H 1.79516 3.41026 -3.65361
H 3.34256 -1.21342 -4.69409
H -1.06428 5.29859 2.89227
C -7.07271 -0.52555 0.46157
H 2.26322 -0.24500 -5.67007
C 1.43829 -0.96480 5.54379
C 3.08405 -1.08975 7.18846
C 3.85865 0.89119 -4.82221
C -3.48203 -0.73661 2.69526
H -9.18530 -0.16754 -2.34870
C 4.72553 -1.63394 -0.71052
K -0.59886 0.07078 0.05441
C 3.16720 2.25178 -4.85432
H 0.88540 -2.67985 -0.31277
C -0.87683 5.83461 0.19682
C 2.83803 -0.24487 -4.73816
H 3.48022 -1.16963 8.19179
H 4.61794 -0.62722 -2.62209
C -4.69244 -1.24844 4.77293
H 1.05045 -2.54695 -2.75205
C -2.37317 2.72286 2.66121
C 5.21898 -0.02913 1.16159
H 6.16897 -0.31808 1.61631
H -1.56157 2.46633 3.34997
C -4.69228 -0.95846 3.36320
H -0.62209 3.15408 -1.85027
*
```



Record 4
A molecular structure, C46H64BN6O2S5SbTi at a distorted geometry. Source: the OMol25 dataset; level of theory: the ωB97M-V functional and the def2-TZVPD basis.

Calculated values
LUMO level (spin up / spin down)	0.18 / 0.19	eV
total energy	-146286.80864	eV
HOMO energy (spin up / spin down)	-5.24 / -5.24	eV
F_max	0.0568	hartree/bohr

The geometry in ORCA input format:
```
! RIJCOSX wB97M-V def2-TZVPD def2/J DEFGRID3
* xyz 0 1
C 2.34700 1.03021 3.67043
H 2.41920 5.17531 3.47443
H -3.26430 5.02061 -1.64967
H -4.07680 3.82151 -2.66637
S 1.58710 3.01611 0.48743
H -2.90980 0.92981 -0.48697
H -2.69390 3.31921 0.00663
H -6.53720 -1.36119 -4.64427
C -1.70000 -3.81769 -1.37907
H 5.61670 3.99691 -3.31557
H -0.51530 3.56061 5.09423
H 1.62420 -5.51449 0.39683
C 0.52390 4.13971 3.27853
C -0.73250 4.20861 2.40073
H 4.21290 4.98211 -2.86027
C -0.76910 -4.98739 -3.25547
H -0.26600 -4.96439 -4.21117
C -4.31940 -3.73829 3.11353
C 2.97260 -1.64279 0.93353
C 4.99220 2.69811 0.45313
N 1.19360 2.83771 3.15093
C -1.92760 3.61741 -2.62357
H -1.44430 -1.54199 2.89183
C 2.33910 -3.50009 -1.41637
C 1.51590 5.23461 2.86973
C -3.41170 -3.45479 2.10343
C 1.53900 1.98341 4.17633
H 5.51610 2.96911 1.34723
C -3.40810 3.03931 -0.77467
C -4.87360 -1.75619 1.27343
C -2.07310 -5.02589 -0.81697
H -3.80940 1.28391 -2.00287
C -1.06220 -3.80059 -2.60967
C -5.51750 -3.04959 3.18723
H -1.09860 4.21241 -2.24927
H 1.06530 6.21221 3.01593
H 6.02670 -0.77439 1.37933
H 1.59630 -2.72839 -1.22517
H -0.86930 -7.12819 -3.17557
C 5.13210 -1.31089 1.14073
C -1.11320 -6.19849 -2.67947
H 1.83840 -4.33559 -1.89717
C 3.80650 2.84651 -2.96457
H 4.00300 1.84491 -4.87227
C 2.01900 -4.60389 0.83873
H 5.33880 1.54241 -3.75257
H 0.08760 -0.81049 3.38653
H -4.41640 3.07711 -0.35517
C 3.01510 -3.95229 -0.12087
C 3.65450 1.52641 -0.82887
H 3.08360 -3.09089 -2.09667
H -0.77660 -2.85299 -3.04967
N 3.61470 -2.77569 0.52163
H 1.78500 5.13031 1.82273
H -4.29780 -0.36569 -5.03247
H -2.46840 -3.98569 2.04993
H 4.73960 0.97561 2.45133
C -3.07420 1.65251 -1.28777
H 1.19090 -3.93219 1.04303
O -0.95670 0.38461 1.10783
N 4.14600 2.55231 -1.57137
C 1.78980 2.35091 2.01773
H 1.74800 2.14641 -2.93097
H 5.70320 -3.28419 0.40643
H -5.07180 -0.96199 0.56163
O -0.48820 2.11721 -1.10327
H 2.05830 3.46751 -4.06287
H -2.07120 -7.15349 -1.01837
H -0.52490 3.82491 1.40383
H -6.71900 -1.49709 2.32993
H -4.08750 -4.49709 3.84693
H -1.54590 3.64161 2.84633
S -1.49030 1.84321 -2.19807
H 4.61220 -5.33369 0.42533
C 4.09840 -4.98019 -0.46577
C -1.31880 0.55971 2.43683
C 0.11810 4.36621 4.73413
H 1.18230 2.10981 5.17503
S 1.30250 -1.42159 1.08763
C 4.96470 3.29321 -0.75587
H 5.45540 4.18481 -1.07467
B 3.86240 0.76331 1.66453
H -1.37550 -0.49109 4.32463
Ti 0.33110 0.64891 -0.06777
C -3.52610 -0.99199 -3.14197
H 1.96340 3.78231 -2.32167
C -0.98530 -0.65309 3.32163
S -0.47570 -0.62479 -1.90757
C -3.70630 -2.49459 1.15493
H -1.04880 5.24401 2.29973
C -1.77830 -6.21389 -1.46587
H 2.81050 0.19651 4.15683
C -5.99060 -2.15049 -2.72637
N 4.18880 1.58971 0.41063
H 3.62450 -5.83699 -0.93787
N 2.53820 1.26011 2.32883
H -3.02880 1.21221 3.57503
C -2.82310 0.85011 2.57153
H -0.77300 1.43681 2.82923
C -4.51160 -0.88599 -4.10927
C -5.79190 -2.04879 2.26843
H 4.82290 -4.57729 -1.16857
H 3.77690 0.75421 -3.50477
H -0.44540 5.29341 4.79813
H -6.94940 -2.62149 -2.55277
C -5.75850 -1.45139 -3.89887
H -3.39290 -0.06299 2.40113
H -1.95830 3.67921 -3.70777
C 4.26090 1.66931 -3.83197
H -2.54890 -0.56279 -3.32417
C 4.96380 -2.55409 0.65203
C -3.75910 -1.66589 -1.95167
S 2.57580 0.34241 -1.36067
C 4.53990 4.10911 -3.42037
H -5.18540 -2.85899 -0.88687
Sb -2.14670 -1.89479 -0.47337
N 3.90070 -0.73839 1.32143
C -3.25100 3.97711 -1.96817
H 0.98980 4.44901 5.37963
H 4.32250 4.27861 -4.47177
H -3.13480 1.60621 1.85463
C -4.99510 -2.27049 -1.77117
H -2.59930 -5.04549 0.12453
H 2.51540 -4.85119 1.77543
C 2.29650 3.07491 -3.07897
H -6.21870 -3.26739 3.98053
*
```